No. 1
Molecular formula: C32H42BrNOOsS3
Method: DFT, wB97M-V/def2-TZVPD

LUMO level (spin up / spin down)   -4.77 / -8.49 eV
Multiplicity   5
Electronic energy   -142403.0541 eV
Net charge   +2
HOMO level (spin up / spin down)   -13.468 / -13.538 eV
Expectation value of S²   6.05
Relative energy (zero: lowest compared OMol25 entry of this formula, charge and spin)   29.9 kcal/mol

Each line ends with the Löwdin spin population.
CARTESIAN COORDINATES (ANGSTROEM)
Os1 -0.358 -0.309 -0.847  2.393
N1 -1.202 -1.195 -2.530  0.014
C1 -2.372 -0.415 -2.912  0.036
C2 -3.597 -1.049 -3.029  0.006
C3 -4.714 -0.315 -3.393  0.013
C4 -4.592 1.047 -3.635  0.011
C5 -3.361 1.668 -3.517  0.007
C6 -2.220 0.952 -3.153  0.027
C7 -0.906 1.621 -3.026  0.077
C8 -0.571 2.671 -3.873  -0.011
C9 0.649 3.319 -3.752  0.091
C10 1.562 2.941 -2.769  -0.006
C11 1.245 1.905 -1.914  0.064
C12 0.024 1.217 -2.036  0.013
H1 -1.476 -2.169 -2.429  0.002
H2 -0.486 -1.188 -3.282  0.004
H3 -3.677 -2.115 -2.851  0.000
H4 -5.673 -0.805 -3.489  0.001
H5 -5.461 1.628 -3.910  0.000
H6 -3.283 2.734 -3.684  0.000
H7 -1.258 2.973 -4.653  -0.002
H8 0.893 4.126 -4.429  0.005
H9 2.506 3.461 -2.675  -0.002
H10 1.941 1.615 -1.134  0.003
C13 1.280 -3.066 -5.774  0.000
C14 1.301 -1.568 -6.056  0.000
S1 1.320 -0.434 -4.652  0.002
C15 2.886 -0.741 -3.803  0.002
C16 3.041 -2.016 -2.978  0.016
S2 1.733 -2.291 -1.746  0.093
C17 1.247 -4.030 -1.983  0.013
C18 1.063 -4.576 -3.396  0.001
S3 0.051 -3.607 -4.542  0.003
H11 2.258 -3.410 -5.444  0.000
H12 1.061 -3.588 -6.705  0.000
H13 0.393 -1.275 -6.586  0.000
H14 2.139 -1.340 -6.717  0.000
H15 2.997 0.132 -3.159  0.000
H16 3.699 -0.696 -4.531  0.000
H17 3.989 -1.982 -2.444  0.002
H18 3.060 -2.893 -3.619  0.001
H19 0.321 -4.128 -1.411  0.000
H20 1.992 -4.645 -1.476  0.002
H21 0.596 -5.557 -3.296  0.000
H22 2.028 -4.756 -3.868  0.000
C19 -1.594 0.014 6.822  0.020
C20 -0.383 -0.747 6.244  0.029
C21 -0.589 -2.245 6.462  0.001
C22 0.899 -0.305 6.977  0.018
C23 -0.249 -0.384 4.784  0.226
C24 -0.338 -1.364 3.756  0.066
C25 -0.190 -0.970 2.473  0.111
Br1 -0.261 -2.273 1.086  0.030
C26 0.050 0.398 2.076  0.192
O1 0.235 0.704 0.850  0.278
C27 0.085 1.409 3.121  0.113
C28 -0.042 0.958 4.411  0.003
C29 0.283 2.907 2.878  0.010
C30 1.679 3.275 3.415  0.008
C31 -0.791 3.680 3.666  0.004
C32 0.192 3.365 1.418  0.001
H23 -1.697 -0.242 7.876  0.003
H24 -2.518 -0.266 6.313  0.000
H25 -1.476 1.095 6.752  0.000
H26 -0.669 -2.440 7.530  0.000
H27 0.252 -2.834 6.089  0.000
H28 -1.510 -2.605 5.999  0.000
H29 0.806 -0.564 8.031  0.003
H30 1.063 0.770 6.914  0.000
H31 1.778 -0.814 6.579  0.000
H32 -0.511 -2.401 4.000  0.001
H33 0.009 1.687 5.206  -0.002
H34 1.777 3.051 4.478  0.000
H35 1.845 4.344 3.280  0.001
H36 2.463 2.739 2.878  0.000
H37 -0.731 3.521 4.742  0.000
H38 -1.794 3.411 3.333  0.000
H39 -0.652 4.747 3.493  0.000
H40 1.006 2.982 0.809  0.001
H41 0.256 4.454 1.411  0.000
H42 -0.755 3.087 0.953  0.000

No. 2
Molecular formula: C32H43BBrCdN9O4S3Te4
Method: DFT, wB97M-V/def2-TZVPD

LUMO level   3.38 eV
Multiplicity   1
Electronic energy   -192456.0741 eV
Net charge   -2
HOMO level   -1.134 eV
Relative energy (zero: lowest compared OMol25 entry of this formula, charge and spin)   27.5 kcal/mol

Each line ends with the Mulliken charge.
CARTESIAN COORDINATES (ANGSTROEM)
Cd1 -0.582 -0.645 -0.988  2.815
C1 4.259 3.537 0.599  -1.706
C2 4.505 2.028 0.599  1.433
C3 4.248 1.414 -0.777  -1.377
C4 5.970 1.787 0.966  -2.292
N1 3.639 1.370 1.606  0.473
C5 4.109 0.573 2.642  -0.161
C6 3.038 0.125 3.314  -1.366
N2 1.901 0.613 2.705  -0.090
B1 0.534 0.223 3.302  1.081
N3 -0.563 1.292 3.083  0.230
C7 -0.494 2.458 3.810  -1.364
C8 -1.432 3.301 3.343  -0.192
N4 -2.099 2.646 2.321  0.460
C9 -1.540 1.416 2.160  -0.399
S1 -2.027 0.193 1.062  -0.326
C10 -3.164 3.263 1.476  1.664
C11 -3.435 4.680 1.979  -2.305
C12 -2.680 3.341 0.031  -1.481
C13 -4.454 2.453 1.601  -1.741
N5 0.100 -1.233 2.949  0.648
C14 -0.686 -1.916 3.851  -1.297
C15 -0.687 -3.213 3.507  -0.672
N6 0.108 -3.352 2.383  0.978
C16 0.546 -2.110 2.021  -0.806
S2 1.394 -1.654 0.599  0.046
C17 0.562 -4.731 1.987  1.248
C18 1.533 -5.189 3.082  -1.838
C19 -0.662 -5.649 1.942  -1.445
C20 1.276 -4.797 0.647  -1.514
C21 2.260 1.377 1.637  -0.368
S3 1.219 2.129 0.542  0.020
H1 4.957 4.016 -0.091  0.471
H2 4.424 3.943 1.601  0.414
H3 3.240 3.761 0.295  0.272
H4 4.899 1.885 -1.518  0.531
H5 3.210 1.554 -1.074  0.158
H6 4.468 0.345 -0.748  0.335
H7 6.588 2.301 0.229  0.450
H8 6.227 0.727 0.938  0.448
H9 6.213 2.190 1.951  0.510
H10 5.152 0.400 2.824  0.493
H11 2.978 -0.516 4.176  0.587
H12 0.714 0.203 4.505  -0.288
H13 0.227 2.583 4.598  0.552
H14 -1.682 4.293 3.662  0.508
H15 -2.556 5.320 1.879  0.481
H16 -3.778 4.691 3.016  0.517
H17 -4.225 5.103 1.359  0.436
H18 -1.747 3.900 -0.041  0.342
H19 -3.434 3.837 -0.583  0.569
H20 -2.498 2.347 -0.365  -0.069
H21 -4.781 2.415 2.644  0.418
H22 -4.320 1.437 1.238  0.276
H23 -5.234 2.935 1.009  0.465
H24 -1.186 -1.405 4.655  0.607
H25 -1.197 -4.049 3.947  0.562
H26 1.062 -5.174 4.067  0.347
H27 2.412 -4.541 3.104  0.317
H28 1.859 -6.208 2.869  0.500
H29 -1.463 -5.198 1.357  0.191
H30 -0.382 -6.579 1.446  0.427
H31 -1.032 -5.895 2.940  0.430
H32 2.187 -4.207 0.643  0.379
H33 0.644 -4.468 -0.174  -0.001
H34 1.525 -5.844 0.467  0.569
Te1 -2.434 -3.030 -0.423  -0.136
Te2 -5.002 -3.738 -0.745  -0.656
Te3 -0.849 -6.550 -2.468  -0.696
Te4 -0.894 -3.866 -2.527  -0.404
C22 -3.922 -2.075 -4.088  -0.735
C23 -3.482 -0.666 -3.944  -0.028
N7 -2.464 -0.208 -3.240  0.041
C24 -2.460 1.153 -3.409  1.024
C25 -3.494 1.530 -4.229  -0.395
N8 -4.128 0.358 -4.549  -0.014
C26 -4.000 2.799 -4.799  0.543
O1 -3.342 3.888 -4.492  -0.625
O2 -4.981 2.784 -5.524  -0.706
C27 -1.443 2.013 -2.734  -0.211
O3 -1.440 3.240 -3.023  -0.894
O4 -0.675 1.465 -1.919  -0.373
H35 -3.079 -2.718 -4.335  0.162
H36 -4.688 -2.154 -4.861  0.378
H37 -4.339 -2.448 -3.148  -0.262
H38 -4.944 0.312 -5.138  0.237
H39 -2.522 3.653 -3.878  0.444
Br1 4.224 -0.456 -6.145  -0.210
C28 2.953 -0.604 -4.748  0.114
C29 1.611 -0.419 -5.016  -0.748
C30 0.724 -0.528 -3.957  -0.353
N9 1.111 -0.802 -2.712  0.664
C31 2.406 -0.989 -2.479  -0.624
C32 3.374 -0.898 -3.467  -0.703
H40 1.254 -0.195 -6.010  0.483
H41 -0.341 -0.405 -4.107  0.251
H42 2.685 -1.227 -1.462  0.400
H43 4.417 -1.050 -3.231  0.469